(1)
Molecular formula: C6H6N
Method: DFT, the ωB97M-V functional and the def2-TZVPD basis

Output
* SMILES: [NH3+][C@H]1[C@H]2[C@@]13C1=C[C@@]123
* charge: +1
* total energy: -7792.71798 eV
* gap between HOMO and LUMO (spin up / spin down): 8.05 / 8.05 eV

CARTESIAN COORDINATES (ANGSTROEM)
N1 -0.096 -0.295 -1.289
C1 0.605 0.659 -0.389
C2 -0.256 0.937 0.773
C3 1.137 0.004 0.814
C4 0.819 -0.841 2.037
C5 0.615 0.017 2.953
C6 0.861 1.038 1.782
H1 0.072 -1.233 -0.944
H2 -0.011 -0.210 -2.296
H3 -1.124 -0.177 -1.094
H4 1.042 1.555 -0.800
H5 -1.265 0.447 0.874
H6 0.398 0.157 4.052

(2)
Molecular formula: C6H12CuO9S
Method: DFT, the ωB97M-V functional and the def2-TZVPD basis

Output
* spin multiplicity: 2
* charge: -2
* total energy: -80316.13391 eV
* gap between HOMO and LUMO (spin up / spin down): 4.87 / 4.86 eV

CARTESIAN COORDINATES (ANGSTROEM)
Cu1 -20.573 -21.395 8.087
S1 -20.397 -19.232 6.524
O1 -20.770 -17.817 6.739
O2 -19.977 -19.064 5.100
O3 -19.339 -19.764 7.422
O4 -21.531 -20.186 6.678
C1 -21.781 -20.790 10.951
O5 -20.680 -20.695 10.126
H1 -21.857 -19.973 11.686
H2 -22.748 -20.740 10.420
H3 -21.890 -21.771 11.444
C2 -21.110 -24.651 7.482
O6 -21.458 -23.349 7.613
H4 -21.675 -25.202 6.704
H5 -20.108 -24.816 7.033
H6 -21.110 -25.312 8.366
C3 -16.264 -23.043 12.330
C4 -16.758 -22.003 11.318
C5 -15.797 -21.521 10.271
O7 -16.644 -21.559 9.066
C6 -17.711 -22.306 9.274
O8 -18.658 -22.533 8.590
O9 -17.721 -22.746 10.578
H7 -17.062 -23.686 12.706
H8 -15.806 -22.578 13.205
H9 -15.638 -23.839 11.919
H10 -17.382 -21.242 11.794
H11 -14.961 -22.216 10.221
H12 -15.469 -20.520 10.537

(3)
Molecular formula: C2H2ClIO
Method: DFT, the ωB97M-V functional and the def2-TZVPD basis

Output
* SMILES: O=C[C@H](Cl)I
* charge: 0
* total energy: -24775.31756 eV
* gap between HOMO and LUMO: 9.69 eV

CARTESIAN COORDINATES (ANGSTROEM)
O1 1.830 -0.093 -0.751
C1 0.913 -0.472 -0.130
C2 -0.498 0.081 -0.055
Cl1 -0.623 1.769 -1.128
I1 -1.379 0.303 1.792
H1 0.990 -1.001 0.768
H2 -1.233 -0.587 -0.497

(4)
Molecular formula: C47H73NO17
Method: DFT, the ωB97M-V functional and the def2-TZVPD basis

Output
* charge: 0
* total energy: -86220.67647 eV
* gap between HOMO and LUMO: 6.77 eV

CARTESIAN COORDINATES (ANGSTROEM)
C1 -1.069 7.240 6.574
H1 -1.497 8.225 6.729
H2 -1.165 6.969 5.525
H3 -0.015 7.278 6.836
C2 -1.775 6.199 7.439
H4 -1.614 6.434 8.499
C3 -3.281 6.127 7.139
C4 -3.980 7.330 7.774
H5 -3.953 7.237 8.857
H6 -5.020 7.366 7.459
H7 -3.508 8.266 7.491
H8 -3.413 6.153 6.053
C5 -3.966 4.834 7.659
O1 -3.584 4.523 8.974
H9 -2.669 4.217 8.973
H10 -5.040 5.044 7.732
C6 -3.785 3.625 6.714
C7 -4.143 3.976 5.307
C8 -3.423 3.710 4.208
C9 -2.174 3.006 4.182
C10 -1.365 2.829 3.109
C11 -1.597 3.317 1.791
C12 -0.792 3.134 0.712
C13 0.468 2.474 0.707
C14 1.203 2.153 -0.390
C15 0.844 2.404 -1.746
C16 1.447 1.881 -2.844
C17 2.573 1.000 -2.852
C18 2.948 0.232 -3.895
C19 2.290 0.190 -5.180
C20 2.153 -0.898 -5.939
C21 2.583 -2.291 -5.573
C22 1.963 -2.775 -4.246
H11 2.124 -3.849 -4.149
H12 2.471 -2.277 -3.421
C23 0.472 -2.448 -4.118
C24 -0.459 -3.669 -4.211
C25 -0.192 -4.386 -5.515
O2 -0.689 -4.082 -6.573
O3 0.660 -5.384 -5.366
H13 0.932 -5.737 -6.258
H14 -0.253 -4.351 -3.381
C26 -1.906 -3.150 -4.124
O4 -2.846 -4.196 -4.161
H15 -2.833 -4.584 -5.043
C27 -2.076 -2.410 -2.799
H16 -3.066 -1.960 -2.756
H17 -1.978 -3.136 -1.993
C28 -1.024 -1.307 -2.644
O5 -1.309 -0.315 -3.592
H18 -0.655 0.392 -3.502
C29 -1.007 -0.681 -1.236
H19 -0.150 -0.002 -1.207
H20 -1.916 -0.091 -1.121
C30 -0.891 -1.659 -0.062
O6 0.092 -2.656 -0.282
H21 0.491 -2.503 -1.153
C31 -0.564 -0.863 1.213
H22 -1.321 -0.091 1.352
H23 0.406 -0.379 1.092
C32 -0.507 -1.742 2.467
O7 0.561 -2.665 2.402
H24 0.594 -2.989 1.488
H25 -1.462 -2.279 2.581
C33 -0.253 -0.885 3.725
C34 -0.403 -1.761 4.981
H26 -1.466 -1.949 5.130
C35 0.199 -1.128 6.236
H27 1.280 -1.053 6.121
H28 -0.008 -1.779 7.090
C36 -0.341 0.279 6.522
C37 0.215 0.803 7.855
H29 1.306 0.778 7.832
H30 -0.126 0.150 8.664
C38 -0.286 2.222 8.163
H31 -1.350 2.265 7.909
O8 -0.241 2.512 9.540
H32 0.678 2.608 9.815
C39 0.487 3.274 7.346
C40 0.013 4.663 7.720
O9 0.618 5.420 8.432
O10 -1.176 4.916 7.178
H33 1.553 3.204 7.569
H34 0.319 3.110 6.283
H35 -0.029 0.939 5.708
O11 -1.750 0.327 6.510
H36 -2.079 -0.274 7.189
H37 0.096 -2.714 4.797
O12 1.023 -0.298 3.632
H38 1.615 -1.021 3.375
H39 -0.972 -0.062 3.762
H40 -1.850 -2.177 0.088
O13 0.290 -1.809 -2.861
H41 -2.076 -2.453 -4.957
H42 0.176 -1.744 -4.908
H43 3.678 -2.331 -5.475
O14 2.209 -3.144 -6.658
C41 3.124 -4.164 -6.962
O15 4.403 -3.672 -7.238
C42 4.623 -3.145 -8.548
C43 5.538 -1.933 -8.413
H44 5.062 -1.185 -7.783
H45 5.726 -1.502 -9.392
H46 6.477 -2.230 -7.957
C44 3.314 -2.771 -9.263
O16 3.565 -2.243 -10.542
H47 4.035 -2.899 -11.070
C45 2.340 -3.974 -9.335
N1 0.938 -3.609 -9.298
H48 0.727 -3.107 -8.439
H49 0.700 -3.018 -10.085
H50 2.510 -4.499 -10.285
C46 2.595 -4.959 -8.172
O17 1.445 -5.705 -7.891
H51 0.692 -5.174 -8.234
H52 3.388 -5.670 -8.436
H53 2.837 -1.955 -8.712
H54 5.131 -3.924 -9.144
H55 3.262 -4.829 -6.094
H56 1.644 -0.827 -6.890
H57 1.862 1.117 -5.539
H58 3.785 -0.442 -3.768
H59 3.135 0.912 -1.932
H60 1.020 2.123 -3.809
H61 -0.019 3.034 -1.912
H62 2.133 1.626 -0.223
H63 0.867 2.181 1.668
H64 -1.143 3.527 -0.233
H65 -2.514 3.867 1.631
H66 -0.461 2.254 3.260
H67 -1.869 2.549 5.111
H68 -3.816 4.046 3.257
H69 -5.096 4.480 5.196
C47 -4.662 2.463 7.194
H70 -5.715 2.686 7.033
H71 -4.406 1.558 6.649
H72 -4.502 2.298 8.257
H73 -2.743 3.314 6.762

(5)
Molecular formula: C4H8N2O2
Method: DFT, the ωB97M-V functional and the def2-TZVPD basis

Output
* SMILES: CN(N)/C=C\C(=O)O
* charge: 0
* total energy: -11350.89225 eV
* gap between HOMO and LUMO: 9.03 eV

CARTESIAN COORDINATES (ANGSTROEM)
C1 -1.020 1.707 -1.213
N1 -0.481 0.660 -0.408
N2 -1.131 -0.590 -0.318
C2 0.863 0.619 -0.307
C3 1.440 -0.457 0.313
C4 0.790 -1.240 1.315
O1 -0.294 -1.194 1.858
O2 1.629 -2.278 1.691
H1 -1.860 2.015 -0.667
H2 -0.271 2.534 -1.269
H3 -1.488 1.470 -2.165
H4 -1.825 -0.618 -1.052
H5 -1.546 -0.650 0.631
H6 1.525 1.352 -0.972
H7 2.554 -0.558 0.202
H8 1.115 -2.772 2.361

(6)
Molecular formula: C4H6N2O2
Method: DFT, the ωB97M-V functional and the def2-TZVPD basis

Output
* SMILES: [H]/N=C(/OC=O)N1CC1
* charge: 0
* total energy: -11317.43383 eV
* gap between HOMO and LUMO: 10.97 eV

CARTESIAN COORDINATES (ANGSTROEM)
H1 2.235 0.294 0.909
N1 1.887 0.357 -0.076
C1 0.904 -0.355 -0.300
O1 0.264 -0.468 -1.592
C2 0.187 0.674 -2.323
O2 -0.122 1.748 -1.836
N2 0.109 -1.111 0.612
C3 -1.273 -0.423 0.680
C4 -0.310 -0.414 1.818
H2 0.162 0.434 -3.461
H3 -2.153 -0.938 0.548
H4 -1.271 0.534 0.071
H5 -0.814 -0.855 2.908
H6 0.195 0.522 2.043

(7)
Molecular formula: C4H9NO2
Method: DFT, the ωB97M-V functional and the def2-TZVPD basis

Output
* SMILES: N[C@@H](CO)CC=O
* charge: 0
* total energy: -9877.80089 eV
* gap between HOMO and LUMO: 9.98 eV

CARTESIAN COORDINATES (ANGSTROEM)
N1 1.101 1.082 0.624
C1 0.359 0.018 -0.041
C2 0.162 -1.218 0.883
O1 1.417 -1.631 1.343
C3 -0.993 0.635 -0.502
C4 -1.001 1.022 -1.925
O2 -1.257 2.157 -2.282
H1 2.096 0.925 0.524
H2 0.976 1.180 1.627
H3 0.814 -0.468 -0.906
H4 -0.338 -1.971 0.246
H5 -0.583 -0.993 1.658
H6 1.327 -2.527 1.659
H7 -1.838 -0.026 -0.271
H8 -1.127 1.529 0.107
H9 -1.114 0.286 -2.745